One molecule with the formula C3H6N2S in a non-equilibrium geometry. Source: the OMol25 dataset; level of theory: ωB97M-V/def2-TZVPD.

Atoms and positions in Å:
H: -1.46394 2.14421 -0.63840
N: -0.79583 1.66466 -1.28013
C: -0.14471 0.73405 -0.71146
C: -0.43459 0.13169 0.68363
C: 0.52834 -1.04433 0.94167
S: 1.21503 -1.54782 -0.67610
N: 0.86075 0.06011 -1.33751
H: -1.46428 -0.27422 0.79117
H: -0.49214 0.83257 1.53865
H: 1.35516 -0.81405 1.63085
H: 0.03113 -1.95975 1.37956
H: 0.80507 0.07289 -2.32193

Calculated values
- SMILES = [H]/N=C1\CCSN1
- relative energy (zero: lowest compared OMol25 entry of this formula, charge and spin) (eV) = 1.1277
- total energy (Eh) = -625.5805
- F_max (eV/A) = 2.07
- orbital gap (eV) = 8.955

Mulliken population analysis, charges in e, atoms 1 to 5: H 0.23; N -0.78; C 0.58; C -0.59; C -0.51

---

A 2-piece molecular cluster, C8H20N2Si overall in a non-equilibrium geometry. Source: the OMol25 dataset; level of theory: ωB97M-V/def2-TZVPD.

Atoms and positions in Å:
C: -3.24434 0.34683 0.42800
C: -2.91939 -0.62472 -0.73045
C: -2.15432 1.29965 0.68323
C: -1.63391 -1.37069 -0.44597
C: -0.79433 0.73096 0.63723
C: -0.51741 -0.30533 -0.42528
C: 3.88864 0.20692 -0.03706
C: 2.11899 1.72686 -0.38183
N: 1.33476 -2.02350 1.23033
N: 2.45130 0.31038 -0.27684
Si: 1.35174 -0.91352 -0.15689
H: -4.15735 0.87921 0.22874
H: -3.41469 -0.29712 1.27064
H: -3.71184 -1.25492 -0.88885
H: -3.00456 0.00333 -1.68457
H: -2.26741 2.16158 -0.17691
H: -2.32032 1.87763 1.55317
H: -1.84922 -1.97275 0.43748
H: -1.39970 -2.07274 -1.22265
H: -0.03814 1.52750 0.58073
H: -0.88372 0.23692 1.68163
H: -0.58398 0.06988 -1.44044
H: 4.22345 -0.72258 -0.41429
H: 4.35317 0.97431 -0.68269
H: 4.15902 0.33290 1.03438
H: 2.87019 2.15277 -0.92328
H: 1.18784 1.94659 -0.84065
H: 1.96679 2.17485 0.53623
H: 0.65301 -2.71518 1.11512
H: 2.24231 -2.60052 1.19309
H: 2.09343 -2.08549 -1.88135

Calculated values
- relative energy (zero: lowest compared OMol25 entry of this formula, charge and spin) (eV) = 0.0000
- total energy (Eh) = -715.7409
- F_max (eV/A) = 5.54
- orbital gap (eV) = 8.945

Mulliken population analysis, charges in e, atoms 1 to 5: C -0.75; C -0.78; C -0.76; C -0.94; C -0.19

---

C32H41N6PdSSi as an isolated structure. Source: the OMol25 dataset; level of theory: ωB97M-V/def2-TZVPD.

Atoms and positions in Å:
Pd: 0.05061 -0.38138 -0.00112
C: -0.81024 -1.51154 -1.44741
Si: 0.44991 -1.77545 -2.78360
C: 1.88014 -2.23157 -1.65138
N: 1.95206 -1.30578 -0.47470
C: 2.82870 -0.12223 -0.80469
C: 4.27119 -0.25733 -0.31002
C: 4.79650 -1.67872 -0.46527
C: 3.91570 -2.66451 0.32585
C: 2.54824 -2.06250 0.65982
C: 0.11329 -3.19997 -3.93964
C: -0.00523 -4.50444 -3.44866
C: -0.27516 -5.56780 -4.29537
C: -0.43612 -5.34346 -5.65622
C: -0.32792 -4.05744 -6.16320
C: -0.05489 -2.99620 -5.31101
C: 0.79586 -0.22807 -3.77150
C: -0.13430 0.80522 -3.86928
C: 0.13102 1.94374 -4.62002
C: 1.33927 2.06494 -5.28929
C: 2.27521 1.04044 -5.21773
C: 2.00014 -0.09509 -4.47151
H: -1.02993 -2.45429 -0.93052
H: -1.75818 -1.08664 -1.77873
H: 2.85730 -2.32416 -2.12741
H: 1.62932 -3.22430 -1.26516
H: 2.37827 0.77826 -0.38093
H: 2.80725 -0.00343 -1.88705
H: 4.34206 0.03548 0.74050
H: 4.88630 0.45298 -0.86432
H: 5.83004 -1.73496 -0.12576
H: 4.81128 -1.94354 -1.52472
H: 4.39018 -2.92637 1.27329
H: 3.80013 -3.59764 -0.22469
H: 2.64993 -1.37783 1.49540
H: 1.83928 -2.83622 0.95414
H: 0.10791 -4.70156 -2.38715
H: -0.36104 -6.57030 -3.89690
H: -0.64666 -6.17191 -6.31982
H: -0.45500 -3.88014 -7.22316
H: 0.03127 -1.99685 -5.72189
H: -1.09015 0.71660 -3.36641
H: -0.61075 2.72970 -4.69124
H: 1.54863 2.94907 -5.87725
H: 3.21300 1.12476 -5.75141
H: 2.73530 -0.89394 -4.43988
S: -4.30164 0.37407 1.15612
C: -2.77640 -0.37705 1.01040
N: -1.87128 0.27984 0.35016
C: -2.38393 1.48148 -0.14134
C: -1.70615 2.40740 -0.93750
C: -2.37488 3.54397 -1.33092
C: -3.70603 3.77189 -0.94962
C: -4.39110 2.86006 -0.17810
C: -3.71429 1.70671 0.21962
H: -2.58307 -1.34169 1.45572
H: -0.68567 2.21607 -1.24224
H: -1.86734 4.27444 -1.94660
H: -4.20421 4.67565 -1.27265
H: -5.42004 3.03014 0.10716
C: 1.95140 0.54833 2.66248
N: 0.72961 0.97757 1.92466
C: 0.91937 2.41795 1.58565
N: 1.17579 3.24082 2.75161
C: 2.37890 2.74857 3.42402
N: 2.22504 1.35224 3.83669
C: 1.07695 1.25612 4.74051
N: -0.15115 1.71705 4.09087
C: -0.39340 0.91214 2.90830
C: 0.04305 3.10804 3.67173
H: 2.80041 0.61760 1.98189
H: 1.81138 -0.48749 2.97440
H: 0.01818 2.77718 1.09532
H: 1.75900 2.49949 0.89040
H: 2.57494 3.36188 4.30364
H: 3.22955 2.83081 2.74445
H: 1.26516 1.86467 5.62512
H: 0.95086 0.21740 5.05174
H: -1.29687 1.27907 2.42506
H: -0.53624 -0.13283 3.19349
H: 0.22474 3.72394 4.55266
H: -0.86337 3.46324 3.17695

Calculated values
- net charge = +1
- relative energy (zero: lowest compared OMol25 entry of this formula, charge and spin) (eV) = 0.0762
- total energy (Eh) = -2387.9183
- F_max (eV/A) = 0.53
- orbital gap (eV) = 8.701

Mulliken population analysis, charges in e, atoms 1 to 5: Pd 0.30; C -1.08; Si -0.35; C -0.89; N 0.96